# 1
DFT (ωB97M-V with the def2-TZVPD basis set) results for a structure of composition C2H2N2O2.

Structure (XYZ):
```
8
Properties=species:S:1:pos:R:3:lowdin_charge:R:1
C -1.31 0.49 -0.19 -0.18
N -0.15 1.03 -0.04 0.18
C 0.65 -0.07 -0.01 -0.49
H 2.35 -0.53 0.76 0.12
H -2.25 1.02 -0.26 0.14
O 1.96 0.11 0.15 0.11
N 0.04 -1.21 -0.15 0.14
O -1.29 -0.84 -0.26 -0.01
```

Computed properties:
Total energy in eV: -9180.1305
HOMO level in Eh: -0.3891
Strongest force on any atom in Eh/bohr: 0.0129
Frontier orbital gap in eV: 11.30
Energy above the lowest of the compared OMol25 structures with the same formula, charge and spin in kcal/mol: 38.18

# 2
DFT (ωB97M-V with the def2-TZVPD basis set) results for a structure of composition C54H44CrF3N5O5P2S2 in a non-equilibrium geometry.

Structure (XYZ):
```
116
Properties=species:S:1:pos:R:3:mulliken_spin:R:1
H -5.73 0.57 -3.48 0.00
C 0.69 -0.50 5.38 0.00
C -3.51 0.02 0.94 -0.03
C -5.37 1.26 2.58 0.00
H 4.35 -2.38 -6.71 0.00
C 3.14 1.18 2.06 0.01
C -0.73 0.28 -4.40 -0.01
C -3.60 1.42 1.05 0.01
F 3.83 -5.05 2.29 0.00
C -1.00 4.56 3.92 0.00
C -5.34 -0.09 2.46 0.00
H -3.29 -5.86 0.01 0.00
N 0.83 -1.78 0.07 -0.10
C 0.03 0.37 3.20 -0.04
C -2.06 5.07 3.21 0.00
C 4.68 2.93 2.03 0.00
H -4.49 0.83 -1.36 0.00
H 3.87 4.87 1.83 0.00
H 2.84 4.63 -3.58 0.00
C 0.49 4.31 -1.05 0.00
C 1.55 -1.83 1.21 0.09
C 2.93 -5.28 1.35 0.00
Cr 0.05 0.07 -0.65 3.13
C -1.43 -2.93 1.60 -0.03
H -1.75 -6.22 1.90 0.00
P 0.36 1.42 1.67 0.04
C -0.61 2.85 2.19 -0.01
H -2.28 -2.74 -2.38 0.00
H 5.55 -1.37 -7.24 0.00
C -1.53 -0.89 4.55 0.00
C -2.74 -5.02 0.40 0.00
H 1.37 -0.46 6.21 0.00
C -4.66 -1.19 -4.16 0.00
C 3.66 -1.72 -4.65 0.00
O -0.12 -0.90 -2.45 -0.06
H 1.53 4.07 1.60 0.00
C -2.99 -1.99 -2.62 0.00
O -3.33 3.53 -0.54 0.00
N 2.28 2.92 -2.65 0.00
N 0.68 3.04 -0.79 0.01
F 3.49 -5.89 0.32 0.00
C -4.50 2.08 1.89 0.00
H -4.56 -1.84 1.40 0.00
H 0.44 -2.82 -1.71 0.00
N 1.70 1.05 -1.28 -0.10
H -0.25 4.91 -0.49 0.00
C 2.34 3.38 1.85 0.00
C -1.79 3.34 1.57 0.01
P -2.36 -0.87 -0.17 -0.01
C 1.11 4.97 -2.14 0.00
H 1.49 -0.97 1.81 -0.06
C 0.99 0.20 4.18 -0.01
H -1.98 0.07 2.66 0.00
H 2.81 -2.87 2.58 0.00
H 1.99 0.47 3.98 0.00
C 3.22 -1.36 -3.42 0.00
C -0.54 -1.13 5.50 0.00
H 4.80 1.58 -3.28 0.00
C 2.03 2.03 1.96 -0.01
C -1.31 -4.19 2.19 0.00
C 4.99 0.25 -4.98 0.00
H 3.12 -2.55 -5.05 0.00
H -0.76 -4.20 3.16 0.00
C -0.63 0.14 -2.94 0.05
H -4.44 3.13 2.09 0.00
C -3.32 -0.97 -1.71 0.01
C 2.21 -2.93 1.68 -0.01
C 4.51 -0.95 -5.47 0.00
H 5.66 3.29 1.82 0.00
C -2.97 -3.78 -0.09 0.00
H 2.50 -1.87 -2.88 0.00
H -1.64 0.88 -4.69 0.00
C 0.86 -2.85 -0.68 0.06
F 2.01 -6.19 1.83 0.00
H -0.75 4.98 4.87 0.00
H 2.95 0.14 2.06 0.00
H -0.96 -2.04 1.99 0.02
H -0.88 -0.73 -4.87 0.00
H 0.84 5.98 -2.38 0.00
N 4.69 -1.47 -6.78 0.00
H -3.26 4.84 1.47 0.00
H -2.61 5.92 3.60 0.00
C 2.08 4.23 -2.87 0.00
H -3.41 -2.96 -4.40 0.00
O 3.13 -0.75 -0.54 0.00
C -4.28 -0.02 -2.03 0.00
C 4.52 0.64 -3.72 0.00
C 1.57 2.43 -1.62 0.01
H 5.63 0.92 -5.53 0.00
C -2.27 -2.67 0.48 0.00
C -1.82 -5.20 1.47 0.00
H -5.26 -1.22 -5.00 0.00
H -6.14 1.70 3.20 0.00
C 3.67 3.82 1.90 0.00
S -2.50 2.49 0.10 0.00
S 3.25 0.45 -1.32 0.03
C 3.67 -0.09 -2.93 0.00
H 5.20 0.74 2.17 0.00
H -3.69 -3.70 -0.92 0.00
C -0.31 3.45 3.43 0.00
H -0.90 -1.73 6.30 0.00
C -3.68 -2.07 -3.82 0.00
C -4.45 -0.76 1.63 0.00
H -2.46 -1.34 4.53 0.00
C -1.22 -0.09 3.44 -0.01
C 4.46 1.55 2.09 0.00
C 2.20 -4.04 0.92 0.00
O -0.95 1.06 -2.11 -0.04
H -6.12 -0.71 2.86 0.00
C -4.96 -0.15 -3.26 0.00
H 0.11 0.78 -4.69 0.00
H 1.71 -4.90 -0.94 0.00
H 0.48 3.00 4.04 0.00
C -2.41 4.49 2.02 0.00
O 4.19 1.51 -0.97 0.00
C 1.55 -4.02 -0.31 0.00
```

Computed properties:
Total energy in eV: -151217.1551
HOMO level (spin up / spin down) in Eh: -0.3718 / -0.3730
Strongest force on any atom in Eh/bohr: 0.0768
Charge: +1
Frontier orbital gap (spin up / spin down) in eV: 7.11 / 7.39
Spin multiplicity: 4
Energy above the lowest of the compared OMol25 structures with the same formula, charge and spin in kcal/mol: 0.00